No. 1
This record from the OMol25 dataset describes a structure of composition C5H7NO2 at a distorted geometry. The level of theory is the ωB97M-V functional and the def2-TZVPD basis.

Last column: Löwdin charge in e.
Atoms and positions in Å:
C1 0.69357 0.40783 0.00093  -0.397
C2 0.16326 -0.51975 1.16763  -0.016
C3 -0.88150 -0.95002 0.05926  -0.285
C4 -0.04996 -0.40467 -1.05787  -0.092
C5 -0.33695 1.52506 0.11631  -0.134
H1 2.43855 -0.39446 -0.82293  0.256
H2 -0.08959 -0.12149 2.17221  0.131
H3 0.82537 -1.39855 1.11036  0.118
H4 -1.58756 -1.94803 0.06295  0.208
H5 -0.68089 0.47335 -1.54480  0.164
H6 0.53667 -1.17274 -1.61637  0.133
H7 0.12685 2.57100 0.30034  0.162
N1 -1.56915 1.34346 0.03227  0.052
O1 2.26936 0.54854 0.01942  -0.140
O2 -1.85803 0.04046 0.00029  -0.159

- E_tot (Eh) = -399.6974
- energy above the lowest of the compared OMol25 structures with the same formula, charge and spin (kJ/mol) = 704.0
- max |F| (hartree/bohr) = 0.1340
- frontier orbital gap (eV) = 9.706
- multiplicity = 1

No. 2
This record from the OMol25 dataset describes a structure of composition C26H35CrN9. The level of theory is the ωB97M-V functional and the def2-TZVPD basis.

Last column: Löwdin charge in e.
Atoms and positions in Å:
Cr1 -0.20557 -1.75979 0.17522  0.785
C1 1.11165 4.41388 -2.17285  -0.034
C2 1.94880 4.40240 -0.92387  -0.207
C3 2.88722 5.39712 -0.67450  -0.027
C4 3.66917 5.38581 0.47140  -0.061
C5 3.50520 4.37724 1.40800  -0.068
C6 2.56087 3.38570 1.19262  -0.041
C7 1.80317 3.38927 0.02664  -0.204
N1 0.82434 2.38074 -0.20656  0.155
C8 0.97671 1.04385 -0.06407  -0.358
N2 2.22882 0.58361 0.07068  0.159
C9 2.72047 -0.74373 0.13535  -0.196
C10 1.89257 -1.87943 0.14796  -0.143
C11 2.59617 -3.09668 0.15582  -0.171
C12 3.97506 -3.20440 0.17607  -0.089
C13 4.73854 -2.05091 0.19328  -0.040
C14 4.12791 -0.80978 0.17084  -0.203
C15 4.97942 0.43400 0.17497  -0.033
N3 -0.05623 0.23620 -0.11166  -0.007
C16 -1.38926 0.74579 -0.08528  -0.340
C17 -2.17802 0.38129 -1.20328  -0.081
C18 -4.58437 0.58249 -0.56569  -0.219
C19 -4.34523 1.60065 0.50548  -0.068
C20 -3.20639 1.82477 1.19778  -0.040
C21 -1.85919 1.34239 1.06557  -0.237
C22 -0.96873 1.54025 2.27328  -0.039
H1 1.41608 5.22564 -2.82995  0.083
H2 0.05115 4.55777 -1.94729  0.084
H3 1.20494 3.47463 -2.72104  0.085
H4 3.01243 6.19057 -1.40094  0.118
H5 4.39811 6.16774 0.63505  0.113
H6 4.09417 4.36951 2.31539  0.112
H7 2.39834 2.61851 1.94069  0.120
H8 -0.11221 2.67955 -0.43698  0.149
H9 2.93738 1.29757 0.00578  0.099
H10 2.07464 -4.05074 0.13685  0.052
H11 4.45143 -4.17633 0.17963  0.105
H12 5.81925 -2.10962 0.21803  0.118
H13 6.03205 0.16873 0.23822  0.087
H14 4.75700 1.08380 1.02602  0.086
H15 4.85164 1.02305 -0.73890  0.096
H16 -1.68736 -0.10250 -2.04000  0.088
H17 -5.44707 -0.04259 -0.28205  0.174
H18 -5.25000 2.04971 0.90593  0.109
H19 -3.34719 2.48072 2.05305  0.120
H20 -1.55985 1.56576 3.18784  0.083
H21 -0.40029 2.47437 2.22873  0.079
H22 -0.24532 0.72932 2.37740  0.076
N4 -4.84120 0.46904 -2.98645  0.238
C23 -4.98267 1.18953 -1.90108  -0.302
N5 -5.52642 2.38040 -1.91438  0.245
N6 -3.44396 -0.28118 -0.84304  -0.086
C24 -3.08812 -1.23832 0.00902  -0.230
N7 -2.57133 -2.05449 0.66095  0.147
H23 -5.05471 0.82058 -3.90628  0.146
H24 -4.34082 -0.40311 -2.90040  0.131
H25 -5.84955 2.82093 -2.76191  0.147
H26 -5.49502 2.93398 -1.06991  0.125
N8 -0.79902 -7.10887 0.19840  0.204
C25 -1.21698 -6.17949 1.32385  -0.109
C26 -1.48067 -4.75918 0.84839  -0.247
N9 -0.29169 -3.98623 0.48399  -0.048
H27 -0.78043 -8.08149 0.51514  0.179
H28 0.13616 -6.89069 -0.15190  0.170
H29 -1.45102 -7.05439 -0.58762  0.176
H30 -0.41712 -6.21944 2.06211  0.142
H31 -2.11541 -6.61264 1.75867  0.141
H32 -1.98697 -4.24137 1.66101  0.112
H33 -2.18869 -4.74314 0.01728  0.124
H34 0.18773 -4.34295 -0.33716  0.080
H35 0.39540 -3.99536 1.23666  0.087

- charge = +2
- <S²> = 6.032
- E_tot (Eh) = -2548.4674
- energy above the lowest of the compared OMol25 structures with the same formula, charge and spin (kJ/mol) = 365.6
- max |F| (hartree/bohr) = 0.0038
- frontier orbital gap (alpha / beta) (eV) = 5.448 / 5.438
- multiplicity = 5

No. 3
This record from the OMol25 dataset describes a structure of composition C17H48IN4O8PS. The level of theory is the ωB97M-V functional and the def2-TZVPD basis.

Last column: Löwdin charge in e.
Atoms and positions in Å:
C1 6.42936 0.24325 0.41655  -0.248
P1 5.08671 1.30029 1.05354  0.802
O1 5.29877 2.66646 0.15255  -0.314
O2 3.88062 0.58791 0.12098  -0.577
S1 2.51186 1.39066 -0.18348  0.644
O3 2.08830 0.89444 -1.46609  -0.397
O4 1.60446 0.57303 0.92996  -0.994
I1 0.12686 1.78223 1.50235  0.927
H1 6.06264 -0.75291 0.17707  0.044
H2 6.88770 0.68044 -0.46727  0.045
H3 7.17285 0.14986 1.20979  0.030
H4 6.10412 3.12851 0.42643  0.047
C2 -0.84014 -3.52426 -2.88481  -0.065
C3 -0.24425 -2.86429 -1.64318  -0.427
C4 -1.19886 -2.82153 -0.44223  -0.208
O5 -2.21384 -1.84229 -0.51822  -0.203
C5 -3.29821 -2.15671 -1.37069  -0.106
N1 0.28143 -1.55268 -2.01381  0.058
H5 -1.51246 -2.84338 -3.40793  0.051
H6 -0.04366 -3.79190 -3.57841  0.076
H7 -1.39704 -4.42935 -2.63353  0.077
H8 0.60509 -3.47617 -1.31983  0.135
H9 -0.62191 -2.56062 0.44883  0.121
H10 -1.64383 -3.81399 -0.27501  0.120
H11 -3.52391 -3.22876 -1.35411  0.096
H12 -3.11308 -1.83186 -2.39592  0.061
H13 -4.16799 -1.61103 -1.00171  0.081
H14 0.81085 -1.14335 -1.25161  0.039
H15 -0.49868 -0.91852 -2.16171  0.074
C6 -5.10870 -3.73075 2.75742  -0.065
C7 -4.78252 -2.41693 2.05272  -0.433
C8 -3.91909 -1.45981 2.87725  -0.202
O6 -4.59789 -0.79762 3.92932  -0.187
C9 -4.76090 -1.54154 5.11820  -0.112
N2 -6.02955 -1.80192 1.59067  0.045
H16 -5.90699 -3.60360 3.48915  0.064
H17 -5.45124 -4.46600 2.02996  0.075
H18 -4.23399 -4.13609 3.26955  0.078
H19 -4.19553 -2.65846 1.16335  0.110
H20 -3.56422 -0.66290 2.21969  0.121
H21 -3.03434 -1.98072 3.26924  0.122
H22 -3.89270 -2.18266 5.30534  0.090
H23 -5.65794 -2.16562 5.10086  0.074
H24 -4.85312 -0.82807 5.93643  0.086
H25 -5.81613 -1.00126 1.00388  0.066
H26 -6.51170 -1.41409 2.39674  0.070
C10 -5.37601 -1.65165 -7.15919  -0.070
C11 -5.86201 -1.26415 -5.76623  -0.436
C12 -4.99041 -0.21637 -5.06560  -0.207
O7 -3.76130 -0.70327 -4.56658  -0.209
C13 -2.71221 -0.82265 -5.50873  -0.102
N3 -6.04082 -2.47932 -4.96995  0.041
H27 -4.53592 -2.34457 -7.10575  0.065
H28 -6.17490 -2.15265 -7.70428  0.075
H29 -5.06375 -0.77651 -7.73185  0.078
H30 -6.84949 -0.80332 -5.87552  0.135
H31 -5.53243 0.14308 -4.18714  0.122
H32 -4.81420 0.64615 -5.72313  0.121
H33 -2.75799 -0.02069 -6.25249  0.091
H34 -2.72761 -1.78499 -6.02643  0.078
H35 -1.77332 -0.74133 -4.96143  0.084
H36 -6.49955 -2.25613 -4.09255  0.071
H37 -5.12353 -2.83129 -4.71078  0.067
C14 8.42319 6.32039 5.00532  -0.069
C15 8.64392 4.86203 4.61625  -0.438
C16 8.31404 4.54584 3.15360  -0.211
O8 6.93186 4.47794 2.85403  -0.210
C17 6.28549 5.72084 2.64812  -0.101
N4 7.92857 4.00385 5.56038  0.040
H38 7.36621 6.52945 5.17160  0.065
H39 8.94589 6.53772 5.93562  0.076
H40 8.79196 7.00100 4.23582  0.078
H41 9.71152 4.64657 4.73076  0.135
H42 8.70521 3.55055 2.92662  0.120
H43 8.80931 5.25977 2.48098  0.121
H44 6.95167 6.43400 2.15208  0.092
H45 5.93083 6.16038 3.58267  0.077
H46 5.42451 5.53401 2.00726  0.086
H47 8.17972 3.03243 5.40936  0.071
H48 6.93438 4.05752 5.35888  0.071

- E_tot (Eh) = -2534.5896
- max |F| (hartree/bohr) = 0.0088
- frontier orbital gap (eV) = 7.601
- multiplicity = 1

No. 4
This record from the OMol25 dataset describes a structure of composition C5H15NSi at a distorted geometry. The level of theory is the ωB97M-V functional and the def2-TZVPD basis.

Last column: Löwdin charge in e.
Atoms and positions in Å:
C1 0.90814 1.05294 1.65063  -0.174
C2 2.28476 0.16127 -0.09524  -0.150
C3 -1.32506 0.00127 -2.79206  -0.145
C4 -2.05679 -0.66143 1.67483  -0.152
C5 1.12557 -0.13020 0.81820  -0.544
N1 -0.57406 0.37045 -1.55018  -0.209
Si1 -0.44029 -0.68178 -0.18459  0.738
H1 0.34876 1.91549 1.36045  0.075
H2 0.45194 0.66303 2.61616  0.093
H3 1.86172 1.46892 1.94892  0.068
H4 1.99384 0.81741 -0.88574  0.048
H5 2.69321 -0.77402 -0.50139  0.087
H6 3.01717 0.66822 0.49464  0.064
H7 -0.54736 -0.33675 -3.42146  0.059
H8 -2.08235 -0.77097 -2.73262  0.075
H9 -1.67836 0.78247 -3.30622  0.022
H10 -2.59315 0.21068 1.84083  -0.069
H11 -2.82577 -1.47580 1.38565  0.004
H12 -1.46590 -0.90130 2.53497  -0.047
H13 1.39236 -1.02384 1.53397  0.140
H14 0.36425 0.72634 -1.76797  0.047
H15 -0.85264 -2.08242 -0.62178  -0.032

- E_tot (Eh) = -543.6692
- energy above the lowest of the compared OMol25 structures with the same formula, charge and spin (kJ/mol) = 226.4
- max |F| (hartree/bohr) = 0.0875
- frontier orbital gap (eV) = 9.097
- multiplicity = 1

> Which formula does entry 2 have?

C26H35CrN9